# 1
{"formula": "C22H60BBrO19P5", "method": "ωB97M-V with the def2-TZVPD basis set", "e_homo_ev": -4.8, "largest_force_ev_per_a": 9.7, "lumo_energy_ev": -2.058, "spin_multiplicity": 1, "de_lowest_kj_mol": 2215.0, "gap_ev": 2.7354, "total_energy_ha": -6608.9431, "total_charge": -1, "elements": ["C", "C", "O", "P", "O", "C", "C", "C", "B", "C", "C", "C", "Br", "O", "C", "C", "H", "H", "H", "H", "H", "H", "H", "H", "H", "H", "H", "H", "H", "H", "H", "H", "H", "H", "H", "H", "H", "H", "H", "H", "C", "O", "P", "O", "O", "C", "O", "C", "H", "H", "H", "H", "H", "H", "H", "H", "H", "C", "O", "P", "O", "O", "C", "O", "C", "H", "H", "H", "H", "H", "H", "H", "H", "H", "C", "O", "P", "O", "O", "C", "O", "C", "H", "H", "H", "H", "H", "H", "H", "H", "H", "C", "O", "P", "O", "O", "C", "O", "C", "H", "H", "H", "H", "H", "H", "H", "H", "H"], "coordinates": [[-6.18722, 1.90722, -2.74524], [-6.25725, 1.87272, -4.40619], [-5.06647, 1.27636, -5.03479], [-3.63642, 2.23928, -4.79076], [-3.88403, 3.66436, -4.15872], [-2.90527, 2.58025, -6.56455], [-1.87419, 3.89565, -6.54985], [-0.60066, 3.71520, -5.53426], [0.16447, 5.16187, -5.16495], [-0.86965, 5.98905, -4.18671], [-0.21723, 7.29490, -3.43822], [1.39816, 7.20356, -3.17096], [-0.66695, 8.98971, -4.45859], [-2.46512, 1.24691, -3.98255], [-2.46106, 1.42026, -2.52631], [-0.87683, 1.17142, -2.04867], [-7.17945, 1.48834, -2.24196], [-5.25368, 1.34359, -2.30745], [-6.16554, 3.06641, -2.46078], [-7.16325, 1.13886, -4.66182], [-6.56935, 2.91984, -4.84106], [-3.77760, 2.83810, -7.33122], [-2.26493, 1.64823, -6.89060], [-2.43732, 4.90980, -6.34209], [-1.41533, 4.00262, -7.64555], [-0.85399, 3.23130, -4.49726], [0.23735, 3.01708, -6.01908], [1.17578, 4.82787, -4.61697], [0.40121, 5.68999, -6.18702], [-1.33345, 5.22917, -3.41290], [-1.73838, 6.39698, -4.88874], [-0.73826, 7.36859, -2.37164], [1.68312, 8.07013, -2.41737], [1.74859, 6.18094, -2.69569], [1.99472, 7.45076, -4.17133], [-2.73015, 2.49070, -2.14163], [-3.09338, 0.60960, -1.94665], [-0.50371, 2.04439, -1.33643], [-0.18977, 1.24618, -3.02175], [-0.75483, 0.10116, -1.59117], [-0.96415, -3.61748, 2.81357], [-1.70255, -2.41276, 2.92031], [-1.10384, -1.08814, 1.98227], [0.23062, -1.15229, 2.74059], [-2.14796, -0.07968, 2.77012], [-2.21389, -0.12285, 4.18848], [-0.50520, 0.23645, 1.04420], [-0.12530, 1.43192, 1.70560], [-1.60417, -4.44660, 3.12624], [-0.64856, -3.78273, 1.77983], [-0.09379, -3.58376, 3.47346], [-1.28985, -0.49459, 4.63559], [-3.04812, -0.76514, 4.48692], [-2.39954, 0.88705, 4.56306], [0.44638, 1.23675, 2.61587], [-1.01284, 2.02398, 1.94315], [0.50083, 2.01412, 1.02463], [3.45285, -4.10513, 1.21254], [2.75096, -5.32355, 1.03702], [2.96664, -6.49346, 2.29312], [4.47700, -6.51750, 2.01350], [2.20501, -7.61829, 1.35369], [2.60770, -7.77689, 0.00068], [3.18223, -7.66333, 3.54923], [3.71819, -8.93454, 3.22105], [2.97759, -3.33797, 0.59575], [3.41846, -3.79090, 2.25925], [4.48949, -4.21897, 0.88614], [3.63874, -7.45852, -0.16532], [1.93826, -7.19550, -0.64072], [2.52180, -8.83218, -0.27069], [4.56202, -8.86155, 2.53105], [2.93820, -9.56717, 2.78968], [4.06802, -9.40546, 4.14332], [-4.93492, 1.28837, 8.68456], [-3.87760, 1.45245, 9.61361], [-2.54604, 2.41002, 9.06313], [-2.30917, 1.42134, 7.91146], [-1.68176, 1.94156, 10.39032], [-1.62295, 0.56257, 10.72631], [-1.21454, 3.36764, 8.51272], [0.07849, 2.78716, 8.46790], [-5.83783, 1.00501, 9.23165], [-5.12268, 2.22312, 8.14928], [-4.69317, 0.49050, 7.97812], [-1.78609, -0.08260, 9.86081], [-2.37863, 0.34909, 11.48850], [-0.63618, 0.34343, 11.14213], [0.06218, 1.77272, 8.06276], [0.51874, 2.78145, 9.46832], [0.70746, 3.40519, 7.82201], [3.34248, -4.32219, -2.30357], [4.22760, -3.22130, -2.41576], [4.02914, -2.24913, -3.83297], [4.32794, -3.47099, -4.71485], [5.43547, -1.46260, -3.47037], [6.59050, -2.22384, -3.14732], [3.83064, -1.27690, -5.25010], [4.92342, -1.12883, -6.14163], [3.29905, -4.62815, -1.25508], [2.33855, -4.04138, -2.63344], [3.71295, -5.16321, -2.89481], [6.56024, -3.22664, -3.57795], [6.67638, -2.29634, -2.05878], [7.47242, -1.70626, -3.53333], [5.44294, -2.07337, -6.31893], [5.62403, -0.38613, -5.75146], [4.53706, -0.76443, -7.09697]], "atomic_forces_ev_per_a": [[-0.54, 1.36, -0.06], [-2.05, -0.91, 0.98], [1.15, 2.33, 1.38], [0.52, 3.40, -0.32], [0.19, -5.01, -1.22], [0.64, 0.25, -0.46], [0.67, -0.35, 0.12], [0.29, -0.89, -0.34], [-1.29, -1.27, 0.47], [-0.74, 1.22, -0.28], [-0.02, -2.19, 1.79], [0.20, 1.30, -0.16], [0.40, -0.80, 0.69], [-3.02, 1.79, 0.12], [2.06, -0.20, 2.06], [0.14, 0.36, -1.09], [2.12, 0.63, -1.27], [-1.89, 1.19, -1.01], [0.34, -2.67, -0.38], [2.16, 1.44, 0.26], [1.12, -1.99, 0.87], [1.60, -1.01, 1.81], [-1.46, 1.74, 0.47], [0.89, -2.28, -0.22], [-1.11, -0.38, 2.23], [-0.05, 0.61, -1.98], [-1.97, 1.11, 0.73], [0.62, -0.01, 0.43], [0.32, 0.88, -0.96], [0.75, 1.77, -1.11], [1.46, -0.82, 1.81], [1.06, 0.40, -2.30], [-0.57, -1.67, -1.40], [-1.01, 2.03, -1.24], [-1.34, -0.92, 2.14], [0.11, -1.96, -1.27], [0.90, 1.60, -1.52], [-0.93, -2.11, -1.30], [-1.61, -0.17, 2.08], [-0.12, 2.25, -0.67], [0.09, -0.47, 0.15], [-1.43, -0.17, -3.08], [3.63, 4.74, 7.65], [-0.01, -1.17, -1.33], [0.19, -0.50, -1.32], [-0.54, -0.31, 0.56], [-1.44, -2.26, -2.37], [-0.62, 0.54, 0.57], [-0.07, 0.15, -0.12], [0.13, -0.19, 0.22], [0.01, 0.14, -0.18], [0.02, -0.04, -0.18], [0.17, 0.08, 0.11], [0.01, -0.04, -0.28], [-0.12, -0.24, -0.07], [0.15, 0.02, 0.05], [-0.14, -0.34, -0.24], [0.28, 0.71, -0.10], [-2.49, 0.32, 2.46], [5.95, -5.31, -5.41], [-0.52, 1.19, 1.10], [-0.28, 0.52, 1.15], [-0.32, 0.31, -0.68], [-2.13, 2.35, 1.53], [-0.42, -0.52, -0.62], [-0.10, -0.11, 0.17], [0.17, 0.15, -0.22], [-0.08, -0.10, 0.20], [-0.02, 0.08, 0.18], [0.19, -0.10, -0.04], [-0.11, 0.05, 0.28], [-0.12, 0.24, 0.00], [0.15, -0.03, -0.02], [-0.17, 0.35, 0.12], [-0.50, -0.27, -0.22], [-0.55, 3.32, 0.82], [5.69, -7.67, -1.42], [-1.17, 1.21, -0.36], [-0.46, 1.12, -0.42], [-0.43, -0.42, 0.54], [-2.57, 2.43, 0.60], [0.43, -0.37, 0.77], [0.14, 0.15, 0.07], [-0.13, -0.28, -0.10], [0.11, 0.23, -0.01], [-0.06, 0.18, -0.08], [0.12, -0.13, -0.14], [-0.03, 0.30, -0.06], [-0.26, 0.07, 0.05], [0.05, -0.09, -0.11], [-0.38, 0.20, 0.02], [-0.16, -0.50, 0.24], [-2.27, 2.47, 0.71], [7.83, -3.44, -4.40], [-1.64, 0.09, 0.50], [-1.18, 0.28, -0.05], [0.25, -0.16, 0.71], [-2.80, 0.82, 1.99], [0.82, 0.37, 0.32], [-0.01, 0.15, -0.17], [0.06, -0.30, 0.04], [-0.10, 0.19, -0.12], [-0.19, 0.04, -0.03], [0.10, -0.11, -0.16], [-0.26, 0.17, -0.04], [-0.16, -0.05, 0.22], [0.02, -0.09, -0.11], [-0.35, 0.00, 0.28]]}



# 2
{"formula": "C6H14P2", "method": "ωB97M-V with the def2-TZVPD basis set", "e_homo_ev": [-7.9, -7.9], "largest_force_ev_per_a": 3.0, "lumo_energy_ev": [-1.258, -1.254], "spin_multiplicity": 1, "de_lowest_kj_mol": 480.1, "gap_ev": [6.6207, 6.6267], "total_energy_ha": -919.4964, "total_charge": 0, "elements": ["C", "C", "C", "C", "C", "C", "P", "P", "H", "H", "H", "H", "H", "H", "H", "H", "H", "H", "H", "H", "H", "H"], "coordinates": [[-0.51067, -0.29060, -1.56720], [-1.76234, -0.03847, 1.20154], [0.34811, -1.41772, 1.21193], [0.40098, 1.04438, 1.99375], [0.07846, 0.38781, -0.39660], [-0.23082, -0.03171, 1.06526], [2.00823, -0.90847, -3.12684], [0.14554, 0.09709, -3.08830], [-2.07620, 0.94631, 1.21810], [-2.24010, -0.61354, 2.07743], [-2.27837, -0.42767, 0.29035], [1.29246, -1.39478, 0.76567], [-0.24898, -2.25809, 0.66063], [0.39716, -1.56115, 2.23077], [0.28882, 0.90485, 3.05949], [1.46625, 0.94617, 1.82568], [-0.06170, 1.93039, 1.51295], [-0.14935, 1.48629, -0.58246], [1.20030, 0.39753, -0.60225], [2.26428, -0.00004, -2.07984], [0.16968, 1.41672, -3.64101], [-0.50175, -0.61530, -4.02902]], "atomic_forces_ev_per_a": [[0.25, -0.71, 1.41], [-0.69, -2.47, 0.11], [-2.18, -0.78, -1.93], [-0.34, -0.98, -1.92], [1.00, 1.73, -0.90], [-1.28, -0.49, -1.01], [-0.69, 0.12, 0.56], [1.31, 0.31, -1.28], [-0.87, 2.24, 0.50], [1.13, 0.91, -1.05], [0.69, -0.17, 0.53], [1.81, -0.33, -0.40], [0.86, 1.66, 1.12], [0.30, -1.15, 2.27], [-0.74, 0.11, 0.16], [0.43, 0.66, -0.20], [0.80, 0.24, 1.23], [-0.06, -0.58, 0.41], [-1.05, 0.05, 0.73], [0.67, 0.00, 0.16], [-0.24, -0.08, 0.44], [-1.13, -0.28, -0.94]]}



# 3
{"formula": "C7H15Br6Na3O", "method": "ωB97M-V with the def2-TZVPD basis set", "e_homo_ev": -13.9, "largest_force_ev_per_a": 2.1, "lumo_energy_ev": -8.506, "spin_multiplicity": 1, "de_lowest_kj_mol": 69.5, "gap_ev": 5.4082, "total_energy_ha": -16281.4190, "total_charge": 2, "elements": ["Na", "Na", "Na", "C", "O", "H", "H", "H", "Br", "C", "C", "Br", "H", "H", "H", "H", "Br", "C", "C", "Br", "H", "H", "H", "H", "Br", "C", "C", "Br", "H", "H", "H", "H"], "coordinates": [[-2.43446, 1.12777, 3.72456], [-1.24444, 4.36969, 1.10896], [0.62600, 3.42762, 3.67673], [-0.31670, 0.95614, 1.09018], [-0.76374, 2.02929, 1.91594], [-0.54227, -0.02588, 1.50595], [-0.80820, 0.90150, 0.11882], [0.74472, 1.07359, 0.87181], [1.44797, -1.98843, -1.93118], [-0.35079, -2.12778, -1.14192], [-1.20710, -3.13974, -1.95341], [-2.96847, -3.31254, -1.12551], [-0.79356, -1.14717, -1.31652], [-0.26810, -2.57642, -0.15199], [-0.77277, -4.13934, -1.93690], [-1.30119, -2.90716, -3.01414], [-0.81541, 5.13619, -1.71811], [-1.23881, 3.39546, -2.74270], [-0.10896, 2.35909, -2.65923], [-0.61445, 0.91932, -3.95756], [-1.48224, 3.70956, -3.75768], [-2.15127, 2.91473, -2.38993], [-0.04266, 1.80724, -1.72159], [0.88272, 2.75027, -2.88649], [0.97196, -3.81196, 3.22658], [1.48103, -1.91982, 3.08101], [2.50410, -1.66999, 1.93029], [4.16778, -2.57730, 2.31189], [1.90985, -1.65159, 4.04655], [0.59641, -1.28379, 3.04925], [2.75481, -0.61792, 1.79472], [2.13825, -1.98060, 0.95163]], "atomic_forces_ev_per_a": [[0.20, -0.21, -0.67], [-0.13, -0.60, -0.79], [0.26, -0.67, -0.33], [-0.01, 0.40, -0.09], [-0.55, 1.16, 1.33], [0.34, -0.13, 0.36], [-0.32, 0.44, -0.16], [0.18, -0.39, 0.12], [-0.35, -0.10, 0.27], [-0.65, -1.22, -1.59], [0.81, -0.19, 0.00], [0.30, 0.24, -0.18], [0.09, -0.04, 0.83], [0.09, 0.85, 0.17], [0.01, 0.10, 0.30], [-0.28, 0.42, 0.24], [-0.36, -1.31, -0.30], [0.21, -0.68, 0.02], [-0.25, -0.10, -0.45], [0.31, 0.85, 0.59], [0.55, 0.31, 0.13], [-0.03, 0.56, 0.55], [-0.22, 0.39, 0.04], [-0.22, -0.09, -0.36], [-0.06, 0.80, -0.18], [0.88, 0.13, -0.06], [-0.77, -0.09, 0.47], [-0.09, 0.08, -0.13], [0.39, -0.31, -0.09], [-0.24, -0.29, -0.68], [-0.08, 0.09, 0.44], [-0.01, -0.39, 0.20]]}